Here is a structure of composition C2H4N4O at a distorted geometry from the OMol25 dataset. Energies are from the ωB97M-V functional and the def2-TZVPD basis.

- electronic energy (a.u.) = -372.67728
- LUMO (eV) = 0.49
- gap between HOMO and LUMO (eV) = 8.32
- max |F| (eV Å⁻¹) = 1.0

XYZ file:
```
11
C2H4N4O the ωB97M-V functional and the def2-TZVPD basis
N 2.38 0.43 -0.17
C 1.08 0.71 -0.27
N 0.33 -1.53 0.00
N -0.81 -1.13 0.10
C -1.31 0.23 0.55
O -2.43 0.41 -0.18
N 0.02 1.19 -0.41
H 2.56 -0.56 -0.03
H 2.93 1.06 0.40
H -1.61 -1.79 0.05
H -2.86 1.18 0.22
```

How positive or negative is each atom? The Löwdin charges in e answer that:
1 N 0.12
2 C -0.31
3 N 0.06
4 N -0.19
5 C -0.20
6 O -0.05
7 N 0.15
8 H 0.09
9 H 0.11
10 H 0.13
11 H 0.09

***

Here is a structure of composition C2H4N4O from the OMol25 dataset. Energies are from the ωB97M-V functional and the def2-TZVPD basis.

- electronic energy (a.u.) = -372.67645
- LUMO (eV) = 0.44
- gap between HOMO and LUMO (eV) = 8.25
- max |F| (eV Å⁻¹) = 0.6

XYZ file:
```
11
C2H4N4O the ωB97M-V functional and the def2-TZVPD basis
N -0.16 -1.80 -1.61
C 0.17 -0.58 -1.16
N -1.13 -0.71 0.82
N -0.63 0.32 1.20
C 0.71 0.91 0.84
O 0.54 2.24 0.94
N 0.58 0.51 -1.02
H -0.80 -2.29 -1.00
H 0.61 -2.34 -2.00
H -1.02 0.83 2.03
H 1.42 2.61 0.84
```

How positive or negative is each atom? The Löwdin charges in e answer that:
1 N 0.12
2 C -0.32
3 N 0.06
4 N -0.19
5 C -0.20
6 O -0.05
7 N 0.15
8 H 0.09
9 H 0.11
10 H 0.14
11 H 0.10

***

Here is an isolated molecule of C2H4N4O at a distorted geometry from the OMol25 dataset. Energies are from the ωB97M-V functional and the def2-TZVPD basis.

- electronic energy (a.u.) = -372.84761
- LUMO (eV) = 0.88
- gap between HOMO and LUMO (eV) = 10.52
- max |F| (eV Å⁻¹) = 1.6
- structure (SMILES) = Cn1nn[nH]c1=O

XYZ file:
```
11
C2H4N4O the ωB97M-V functional and the def2-TZVPD basis
C 2.04 -0.40 -0.03
N 0.60 -0.30 -0.01
N -0.19 -1.42 0.03
N -1.38 -1.08 0.04
N -1.46 0.25 -0.04
C -0.19 0.81 0.00
O 0.13 1.99 0.04
H 2.44 0.62 -0.15
H 2.39 -0.80 0.91
H 2.41 -1.04 -0.84
H -2.38 0.71 -0.24
```

How positive or negative is each atom? The Löwdin charges in e answer that:
1 C -0.01
2 N -0.10
3 N 0.04
4 N -0.02
5 N 0.09
6 C -0.50
7 O 0.04
8 H 0.10
9 H 0.08
10 H 0.09
11 H 0.18

***

Here is an isolated molecule of C2H4N4O2 at a distorted geometry from the OMol25 dataset. Energies are from the ωB97M-V functional and the def2-TZVPD basis.

- electronic energy (a.u.) = -447.97172
- LUMO (eV) = 0.46
- gap between HOMO and LUMO (eV) = 9.37
- max |F| (eV Å⁻¹) = 7.7
- structure (SMILES) = Nc1nn(N)c(=O)o1

XYZ file:
```
12
C2H4N4O2 the ωB97M-V functional and the def2-TZVPD basis
N 1.78 -1.16 -1.31
C 0.73 -0.56 -0.59
N 0.89 0.73 -0.06
N -0.57 0.76 0.34
N -0.78 1.68 1.50
C -1.08 -0.57 0.40
O -2.11 -0.98 0.65
O -0.38 -1.28 -0.47
H 2.27 -0.49 -2.15
H 1.38 -1.93 -2.03
H -0.72 1.16 2.45
H -1.41 2.63 1.28
```

How positive or negative is each atom? The Löwdin charges in e answer that:
1 N 0.06
2 C -0.46
3 N 0.15
4 N -0.12
5 N -0.01
6 C -0.60
7 O 0.20
8 O 0.18
9 H 0.19
10 H 0.14
11 H 0.11
12 H 0.16

***

Here is an isolated molecule of C2H4N4O2 at a distorted geometry from the OMol25 dataset. Energies are from the ωB97M-V functional and the def2-TZVPD basis.

- electronic energy (a.u.) = -447.83087
- LUMO (eV) = 0.02
- gap between HOMO and LUMO (eV) = 8.07
- max |F| (eV Å⁻¹) = 9.5
- structure (SMILES) = O/N=c1/ncn(O)[nH]1

XYZ file:
```
12
C2H4N4O2 the ωB97M-V functional and the def2-TZVPD basis
O 2.42 -0.13 0.61
N 1.36 -0.60 1.40
C 0.19 -0.09 0.94
N -1.21 -0.34 1.13
C -1.67 -0.14 -0.01
N -0.95 0.61 -0.99
O -0.97 0.00 -2.19
N 0.26 0.44 -0.23
H 3.37 0.10 1.31
H -2.82 -0.10 -0.01
H -0.87 0.71 -3.02
H 1.36 0.86 -0.48
```

How positive or negative is each atom? The Löwdin charges in e answer that:
1 O -0.24
2 N -0.04
3 C -0.42
4 N 0.17
5 C -0.18
6 N -0.14
7 O -0.05
8 N 0.02
9 H 0.25
10 H 0.15
11 H 0.21
12 H 0.25

***

Here is a cluster of 2 separate species, C2H4N4O4 in total at a distorted geometry from the OMol25 dataset. Energies are from the ωB97M-V functional and the def2-TZVPD basis.

- electronic energy (a.u.) = -598.29331
- LUMO (eV) = -0.14
- gap between HOMO and LUMO (eV) = 10.19
- max |F| (eV Å⁻¹) = 5.7

XYZ file:
```
14
C2H4N4O4 the ωB97M-V functional and the def2-TZVPD basis
C 2.31 0.32 0.21
C 3.69 0.24 -0.11
N 1.20 0.40 0.44
N -2.30 -0.50 -0.31
N -2.36 0.73 -0.05
N -3.13 -1.47 -0.01
O -3.35 1.35 0.23
O -3.33 -2.25 -0.87
O -1.14 1.29 -0.07
O -3.39 -1.56 1.15
H -0.35 0.73 -0.05
H 4.14 1.12 0.28
H 3.84 0.29 -1.26
H 4.16 -0.68 0.42
```

How positive or negative is each atom? The Löwdin charges in e answer that:
1 C -0.23
2 C -0.06
3 N 0.19
4 N 0.14
5 N -0.33
6 N -0.50
7 O 0.13
8 O 0.11
9 O 0.09
10 O 0.12
11 H 0.00
12 H 0.07
13 H 0.13
14 H 0.13

***

Here is an isolated molecule of C2H4N4OS at a distorted geometry from the OMol25 dataset. Energies are from the ωB97M-V functional and the def2-TZVPD basis.

- electronic energy (a.u.) = -770.92245
- LUMO (eV) = 0.35
- gap between HOMO and LUMO (eV) = 8.64
- max |F| (eV Å⁻¹) = 1.8
- structure (SMILES) = O/N=c1/cn[nH]n1S

XYZ file:
```
12
C2H4N4OS the ωB97M-V functional and the def2-TZVPD basis
O 0.46 -0.91 2.13
N 0.89 0.30 1.52
C 0.48 0.39 0.32
C 0.77 1.48 -0.59
N 0.26 1.23 -1.77
N -0.24 -0.03 -1.80
N -0.29 -0.52 -0.46
S -1.84 -1.09 0.12
H 0.89 -0.85 3.01
H 1.26 2.42 -0.43
H -1.18 -0.06 -2.22
H -1.46 -2.37 0.18
```

How positive or negative is each atom? The Löwdin charges in e answer that:
1 O -0.12
2 N 0.04
3 C -0.41
4 C -0.07
5 N 0.03
6 N -0.08
7 N -0.41
8 S 0.81
9 H 0.10
10 H 0.11
11 H 0.11
12 H -0.13

***

Here is a cluster of 2 separate species, C2H4N5 in total at a distorted geometry from the OMol25 dataset. Energies are from the ωB97M-V functional and the def2-TZVPD basis.

- electronic energy (a.u.) = -352.00168
- LUMO (eV) = -5.40
- charge = +1
- gap between HOMO and LUMO (eV) = 11.17
- max |F| (eV Å⁻¹) = 4.7

XYZ file:
```
11
C2H4N5 the ωB97M-V functional and the def2-TZVPD basis
C -1.10 -2.03 -0.04
C -1.35 -1.15 -0.99
N -0.64 -2.52 0.89
N -1.63 -0.45 -1.84
N 0.05 1.36 -0.52
N 1.17 0.36 1.07
N 0.42 0.35 0.11
H 0.63 2.19 -0.47
H -0.48 1.10 -1.35
H 1.27 -0.37 1.66
H 1.65 1.16 1.48
```

How positive or negative is each atom? The Löwdin charges in e answer that:
1 C -0.18
2 C -0.22
3 N 0.24
4 N 0.23
5 N 0.21
6 N 0.23
7 N -0.05
8 H 0.16
9 H 0.10
10 H 0.10
11 H 0.18

***

Here is the ion C2H4N5OS with charge +1 at a distorted geometry from the OMol25 dataset. Energies are from the ωB97M-V functional and the def2-TZVPD basis.

- electronic energy (a.u.) = -825.30143
- LUMO (alpha / beta) (eV) = -5.97 / -5.97
- charge = +1
- gap between HOMO and LUMO (alpha / beta) (eV) = 7.64 / 7.64
- max |F| (eV Å⁻¹) = 5.0

XYZ file:
```
13
C2H4N5OS the ωB97M-V functional and the def2-TZVPD basis
C -0.05 0.57 -0.33
C 1.25 1.01 -0.28
N -1.13 1.21 -0.93
N -1.49 -2.30 0.99
N -1.12 -1.35 0.29
N -2.04 -2.59 2.01
N -0.11 -0.58 0.59
O -3.00 -0.65 -0.87
S -2.47 0.62 -1.32
H 1.67 1.94 -0.53
H 1.89 0.61 0.51
H -2.18 -3.55 2.49
H 0.42 -0.55 1.46
```

How positive or negative is each atom? The Löwdin charges in e answer that:
1 C -0.37
2 C 0.15
3 N -0.23
4 N 0.01
5 N 0.05
6 N 0.24
7 N 0.10
8 O -0.47
9 S 1.02
10 H 0.07
11 H 0.08
12 H 0.17
13 H 0.18

***

Here is a structure of composition C2H4N6 at a distorted geometry from the OMol25 dataset. Energies are from the ωB97M-V functional and the def2-TZVPD basis.

- electronic energy (a.u.) = -406.93507
- LUMO (eV) = 0.30
- gap between HOMO and LUMO (eV) = 8.05
- max |F| (eV Å⁻¹) = 7.1

XYZ file:
```
12
C2H4N6 the ωB97M-V functional and the def2-TZVPD basis
C -0.25 0.58 -0.18
C 0.89 -1.36 -0.08
H 1.02 1.38 -1.85
H 0.79 3.36 -1.88
H 1.82 -2.13 -0.14
H 0.65 -2.46 1.88
N 0.47 2.12 -1.48
N -0.47 1.78 -0.63
N 0.55 -0.44 -0.80
N 0.35 -1.61 1.24
N -0.88 -1.18 1.36
N -1.18 -0.04 0.83
```

How positive or negative is each atom? The Löwdin charges in e answer that:
1 C -0.37
2 C -0.21
3 H 0.03
4 H 0.26
5 H 0.16
6 H 0.19
7 N -0.10
8 N -0.01
9 N 0.10
10 N -0.05
11 N -0.07
12 N 0.07

***

Here is an isolated molecule of C2H4N6 at a distorted geometry from the OMol25 dataset. Energies are from the ωB97M-V functional and the def2-TZVPD basis.

- electronic energy (a.u.) = -407.01179
- LUMO (eV) = 0.74
- gap between HOMO and LUMO (eV) = 9.91
- max |F| (eV Å⁻¹) = 7.1
- structure (SMILES) = [H]/N=C/N=c1[nH]nn[nH]1

XYZ file:
```
12
C2H4N6 the ωB97M-V functional and the def2-TZVPD basis
H 1.49 1.04 2.55
N 0.85 1.11 1.65
C 0.22 0.04 1.80
N -0.22 -0.85 0.81
C -0.47 -0.41 -0.44
N -0.84 -1.23 -1.54
N -0.52 -0.35 -2.66
N -0.03 0.70 -2.30
N -0.31 0.88 -0.87
H 0.62 -0.33 2.81
H -1.09 -2.18 -1.51
H 0.31 1.59 -0.31
```

How positive or negative is each atom? The Löwdin charges in e answer that:
1 H 0.10
2 N 0.02
3 C -0.38
4 N 0.07
5 C -0.39
6 N 0.12
7 N -0.01
8 N 0.01
9 N 0.09
10 H 0.11
11 H 0.12
12 H 0.15

***

Here is an isolated molecule of C2H4N6 at a distorted geometry from the OMol25 dataset. Energies are from the ωB97M-V functional and the def2-TZVPD basis.

- electronic energy (a.u.) = -407.05403
- LUMO (eV) = -0.11
- gap between HOMO and LUMO (eV) = 8.99
- max |F| (eV Å⁻¹) = 1.7
- structure (SMILES) = [H]/N=c1/nn[nH]n1/C=N/[H]

XYZ file:
```
12
C2H4N6 the ωB97M-V functional and the def2-TZVPD basis
H 0.64 2.22 -0.07
N 1.59 1.76 -0.01
C 1.31 0.52 -0.04
N 2.25 -0.54 0.10
N 1.68 -1.64 -0.01
N 0.36 -1.51 -0.14
N 0.09 -0.16 -0.12
C -1.19 0.36 0.01
N -2.20 -0.41 0.04
H -3.07 0.14 0.08
H -0.29 -2.15 0.26
H -1.16 1.42 -0.09
```

How positive or negative is each atom? The Löwdin charges in e answer that:
1 H 0.04
2 N 0.13
3 C -0.46
4 N 0.07
5 N 0.02
6 N 0.04
7 N -0.03
8 C -0.22
9 N 0.10
10 H 0.06
11 H 0.14
12 H 0.11

***

In the order shown, the computed energy relative to the best compared isomer or geometry (same formula, charge and spin) values come out to 139.96; 140.49; 33.08; 82.01; 170.39; 100.63; 72.56; 28.39; 14.91; 114.11; 65.96; 39.46 kcal per mole.